Molecular formula: C12H22N3
Method: DFT, ωB97M-V with the def2-TZVPD basis set

```
37
Properties=species:S:1:pos:R:3
C 3.4706 -2.9576 0.3247
C -3.8138 0.4452 -1.2419
C -3.1865 1.6244 -1.1891
C 1.1841 0.7659 0.1417
C 1.2803 -1.4196 1.2085
C -3.9108 2.9153 -0.9239
C 2.6467 1.0209 0.4550
C 0.5855 -0.9475 2.4592
C 1.4800 -1.2512 -1.4479
C -1.7101 1.7453 -1.4180
C -1.0559 1.6902 -0.0074
C 0.8696 -0.7295 -0.0740
N 0.3822 1.6974 0.1551
N 2.3711 -2.2724 1.1705
N 4.1790 -3.8070 1.0305
H -3.2612 -0.4346 -1.4649
H -4.8767 0.6556 -1.3475
H -3.8801 3.5505 -1.8050
H -3.5274 3.5706 -0.1589
H -4.9679 2.8573 -0.7125
H 2.8773 0.9643 1.4782
H 2.9082 1.9647 0.0696
H 3.2029 0.2937 -0.0488
H 0.0884 -1.7937 3.0974
H -0.1068 -0.1165 2.1097
H 1.3998 -0.6273 3.0802
H 1.5527 -2.4011 -1.5630
H 2.5754 -0.8792 -1.5220
H 0.7849 -0.7826 -2.2830
H -1.3256 2.5873 -1.8897
H -1.3364 0.8451 -1.9538
H -1.4665 0.8335 0.4282
H -1.5267 2.5081 0.5127
H -0.2166 -0.7907 -0.1534
H 2.4870 -2.7372 2.0427
H 4.8384 -4.1462 0.4326
H 4.1611 -3.9766 2.0393
```

E_LUMO: -5.0 eV
Charge: +1
Spin multiplicity: 1
Relative energy (zero: lowest compared OMol25 entry of this formula, charge and spin): 111.1 kcal per mole
HOMO level: -11.6 eV

Molecular formula: C15H17N6OSSe4Tc
Method: DFT, ωB97M-V with the def2-TZVPD basis set

```
45
Properties=species:S:1:pos:R:3
Tc -0.3663 0.4803 0.6523
N -0.4442 -2.5121 3.7941
C -0.7067 -1.7843 2.6812
S -0.7670 -0.0327 2.8749
N -0.8447 -2.4178 1.5509
N -1.1416 -1.4815 0.5776
C -2.1338 -1.7280 -0.1999
C -2.7397 -0.5445 -0.7952
C -3.8147 -0.5945 -1.6714
C -4.3974 0.5917 -2.0812
C -3.8961 1.7910 -1.5960
C -2.8278 1.7703 -0.7189
N -2.2590 0.6296 -0.3190
H -0.6140 -2.0902 4.6915
H -0.5808 -3.5086 3.7258
H -2.6051 -2.7035 -0.2207
H -4.1845 -1.5527 -2.0066
H -5.2340 0.5816 -2.7646
H -4.3277 2.7387 -1.8806
H -2.3959 2.6753 -0.3102
Se -3.9955 2.2097 2.4364
Se -2.8668 4.1236 2.3249
Se -0.6418 3.7131 2.9298
Se 0.3962 2.7971 1.0518
C -0.3154 0.8187 -2.7829
O -0.0096 1.2859 -1.4662
H 0.5819 0.7946 -3.4021
H -1.0721 1.4530 -3.2456
H -0.7004 -0.1925 -2.6774
H 0.3076 2.2005 -1.4615
N 3.3943 -1.2943 1.8772
C 2.1487 -0.8268 2.0267
N 1.6946 -0.2126 0.9547
C 2.7471 -0.2819 0.0226
C 2.8832 0.2116 -1.2737
C 4.0734 -0.0166 -1.9309
C 5.1288 -0.7185 -1.3312
C 5.0189 -1.2051 -0.0471
C 3.8148 -0.9681 0.6044
H 3.9193 -1.7764 2.5869
H 1.6103 -0.9276 2.9516
H 2.0895 0.7583 -1.7433
H 4.2025 0.3612 -2.9354
H 6.0441 -0.8760 -1.8831
H 5.8275 -1.7392 0.4294
```

E_LUMO (spin up / spin down): -3.6 / -4.2 eV
Charge: +1
Spin multiplicity: 4
Relative energy (zero: lowest compared OMol25 entry of this formula, charge and spin): 27.5 kcal per mole
HOMO level (spin up / spin down): -10.5 / -10.5 eV

Molecular formula: C26H50Cl2MgN3O5Si
Method: DFT, ωB97M-V with the def2-TZVPD basis set

```
88
Properties=species:S:1:pos:R:3
C 1.6689 -1.6011 -2.7989
C 2.7727 -1.0258 -1.9756
H 1.8405 -1.4811 -3.8723
H 0.7155 -1.1214 -2.5337
H 1.5424 -2.6716 -2.5906
C 3.9588 -0.5937 -2.4257
C 4.4246 -0.6566 -3.8419
H 4.6845 -0.1766 -1.7243
H 3.6455 -1.0249 -4.5232
H 5.3025 -1.3217 -3.9140
H 4.7477 0.3388 -4.1870
Mg -0.3778 0.3723 0.4129
Cl -1.7201 -0.1805 -1.5594
C 1.5281 0.6002 2.8439
O 0.7439 1.3011 2.1737
N 2.2697 1.0394 3.8797
C 2.2704 2.4426 4.2598
C 3.1181 0.1507 4.6567
H 1.6643 -0.4760 2.6307
H 1.5229 2.9801 3.6720
H 3.2637 2.8795 4.0937
H 2.0426 2.5227 5.3286
H 3.0248 -0.8699 4.2678
H 2.8198 0.1640 5.7156
H 4.1705 0.4562 4.5934
H -4.5804 1.6816 3.8403
H -5.6426 -0.4972 3.0762
C -4.3456 1.9136 2.7973
C -5.3650 -0.2324 2.0458
N -4.2331 0.6764 2.0393
H -3.4042 2.4594 2.7230
C -3.1029 0.4062 1.3853
O -2.0512 1.0784 1.5122
H -5.0706 -1.1324 1.4938
H -3.1313 -0.4573 0.6973
H -5.1707 2.5094 2.3919
H -6.2418 0.2269 1.5678
H 1.2456 1.3399 -3.1712
H 3.3811 2.4451 -2.2394
C 0.6551 2.1999 -2.8304
C 2.7195 3.3087 -2.0596
N 1.3636 2.8846 -1.7597
H -0.3201 1.8565 -2.4785
C 0.8556 3.0066 -0.5200
O -0.2170 2.5062 -0.1426
H 3.0962 3.8857 -1.2057
H 1.5075 3.5868 0.1656
H 0.5483 2.8888 -3.6806
H 2.7306 3.9350 -2.9633
O 1.4589 0.2124 -0.5479
C 2.3664 -0.7701 -0.5224
C 4.0067 0.7037 0.7867
C 3.5432 -0.5674 0.4668
H 3.5041 1.5563 0.3395
C 5.0886 0.8673 1.6565
H 1.8754 -1.7120 -0.2190
C 4.1425 -1.6847 1.0460
H 5.4318 1.8780 1.8805
C 5.7162 -0.2574 2.1963
C 5.2411 -1.5379 1.9009
H 3.7314 -2.6579 0.7857
H 6.5783 -0.1270 2.8573
H 5.7322 -2.4177 2.3241
Si -5.2680 -0.8601 -4.5644
Cl -3.6987 -1.3258 -5.8761
C -5.3333 1.0027 -4.5494
C -4.6893 -1.6916 -3.0149
C -6.9243 -1.5428 -5.1589
H -4.3452 1.4134 -4.3210
H -6.0450 1.3478 -3.7908
H -5.6519 1.3930 -5.5233
H -7.2420 -1.0981 -6.1124
H -7.7127 -1.3248 -4.4198
H -6.8937 -2.6320 -5.2935
H -3.7052 -1.3106 -2.7185
H -4.6122 -2.7715 -3.1757
H -5.3956 -1.5033 -2.2030
C -0.3353 -3.6015 2.3378
C -0.8515 -2.1683 2.2322
C -0.9899 -1.5760 3.6403
O -0.1028 -1.3957 1.3977
H 0.6982 -3.5853 2.7001
H -0.3436 -4.0627 1.3510
H -0.9351 -4.1927 3.0310
H -1.9063 -2.2183 1.8661
H -0.0006 -1.6331 4.1260
H -1.2940 -0.5293 3.5852
H -1.7098 -2.1426 4.2364
```

E_LUMO: 2.5 eV
Charge: -1
Spin multiplicity: 1
Relative energy (zero: lowest compared OMol25 entry of this formula, charge and spin): 0.0 kcal per mole
HOMO level: -4.4 eV

Molecular formula: C5H17NO4
Method: DFT, ωB97M-V with the def2-TZVPD basis set

```
27
Properties=species:S:1:pos:R:3
C 0.6395 -1.5997 1.6034
C 1.0096 -1.6178 0.1976
N 0.5131 -0.4872 -0.6342
C -0.9033 -0.7384 -0.8275
C -1.1556 -1.3272 -2.1722
C -1.7339 0.5077 -0.5687
O -2.4674 0.6205 0.3392
H 1.5147 -1.8942 2.2753
H 0.7496 -0.5262 2.0538
H -0.2506 -1.7528 2.0880
H 2.1359 -1.7715 -0.0026
H 0.8258 -2.6643 -0.2254
H 0.6463 0.4570 -0.2529
H -1.2598 -1.5900 -0.1177
H -0.4300 -2.2110 -2.2480
H -0.9399 -0.6655 -3.0411
H -2.2463 -1.6395 -2.3450
H -1.4474 1.3690 -1.2774
O -1.2237 0.5939 3.1031
H -1.4556 1.2026 2.3011
H -2.1299 0.6178 3.4984
O 2.2268 2.7688 -2.3429
H 2.1039 1.8509 -1.9034
H 1.3826 3.1447 -2.0081
O 1.2973 2.2814 0.4639
H 0.6363 2.2480 1.1479
H 1.9620 2.8231 0.8953
```

E_LUMO: 0.3 eV
Charge: 0
Spin multiplicity: 1
Relative energy (zero: lowest compared OMol25 entry of this formula, charge and spin): 71.1 kcal per mole
SMILES: CCN[C@H](C)C=O.O.O.O
HOMO level: -9.1 eV

Molecular formula: C7H15N6O2PdS2Si
Method: DFT, ωB97M-V with the def2-TZVPD basis set

```
34
Properties=species:S:1:pos:R:3
Pd -0.6631 0.0561 -0.1224
C 4.2213 2.5161 0.2296
C 3.7157 1.5322 1.2150
N 4.3391 1.1309 2.2727
N 3.4746 0.2317 2.8437
C 2.3177 0.0531 2.1686
S 1.0413 -0.9231 2.5506
N 2.4907 0.9134 1.1002
N 1.5675 1.0895 0.0889
H 5.1791 2.8958 0.5755
H 3.5218 3.3449 0.1164
H 4.3536 2.0519 -0.7488
H 3.7105 -0.2426 3.6951
H 1.9318 0.8220 -0.8156
H 1.0948 1.9936 0.1343
S 2.0721 -2.9876 -2.6473
C 1.0348 -2.0008 -1.8591
N 0.2965 -1.2968 -1.2954
C -2.7187 -1.0611 -2.6458
Si -2.5782 -0.9502 -0.7710
C -2.5062 -2.6985 -0.0748
C -4.1648 -0.1578 -0.1467
H -3.6479 -1.5709 -2.9208
H -1.8786 -1.6126 -3.0688
H -2.7319 -0.0663 -3.0959
H -3.4195 -3.2483 -0.3250
H -2.4091 -2.6733 1.0126
H -1.6480 -3.2416 -0.4752
H -5.0183 -0.7466 -0.5005
H -4.2719 0.8672 -0.5031
H -4.1858 -0.1210 0.9423
O -2.4928 1.8375 1.4108
N -1.4420 1.6736 0.8238
O -0.5861 2.5895 0.8364
```

E_LUMO: 2.7 eV
Charge: -1
Spin multiplicity: 1
Relative energy (zero: lowest compared OMol25 entry of this formula, charge and spin): 0.0 kcal per mole
HOMO level: -4.9 eV

Molecular formula: C30H20F3N6STi
Method: DFT, ωB97M-V with the def2-TZVPD basis set

```
61
Properties=species:S:1:pos:R:3
Ti -0.6214 0.3678 -0.3742
S 0.5657 2.2400 6.7802
N 1.5068 2.5022 5.4871
C 0.8454 2.0725 4.4339
C 1.3134 2.1302 3.0638
C 2.5779 2.5134 2.7233
C 2.9526 2.5279 1.3413
C 2.0227 2.3143 0.3899
N 0.7008 2.0157 0.6945
C 0.3663 1.7305 2.0598
C -0.8351 1.1058 2.3622
N -1.5911 0.5292 1.3368
C -2.7732 -0.0407 1.6624
C -3.2778 -0.1067 2.9305
C -2.5094 0.4152 3.9914
C -1.3024 0.9996 3.7255
C -0.4436 1.5338 4.7547
N -0.7175 1.5768 6.0428
H 3.2723 2.7981 3.5005
H 3.9652 2.7639 1.0472
H 2.2489 2.4253 -0.6629
H -3.3358 -0.4796 0.8467
H -4.2314 -0.5807 3.1118
H -2.8512 0.3624 5.0166
C -3.8827 -1.1348 -2.4960
C -3.6892 -2.5103 -2.3550
C -2.6014 -2.9784 -1.6384
C -1.6999 -2.0855 -1.0647
N -1.8943 -0.7493 -1.2417
C -2.9610 -0.2923 -1.9271
C -0.5374 -2.4351 -0.2353
C -0.1502 -3.7658 -0.0403
C 0.9333 -4.0634 0.7623
C 1.6321 -3.0376 1.3909
C 1.2564 -1.7165 1.1932
C 0.1807 -1.3724 0.3742
H -4.7360 -0.7404 -3.0280
H -4.3953 -3.2027 -2.7924
H -2.4646 -4.0424 -1.5157
H -3.0681 0.7869 -1.9798
H -0.6928 -4.5735 -0.5170
H 1.2340 -5.0935 0.9031
H 2.4731 -3.2784 2.0303
H 1.8160 -0.9327 1.6971
F 2.3601 0.1283 -6.5106
C 3.0588 0.3870 -5.3884
F 4.0621 -0.5056 -5.3160
F 3.6285 1.6026 -5.5615
C 2.1921 0.3500 -4.1776
C 2.6879 -0.0930 -2.9503
C 1.8673 -0.0932 -1.8514
N 0.5693 0.3154 -1.8897
C 0.1149 0.7781 -3.0876
C 0.8757 0.8052 -4.2280
H 3.7067 -0.4429 -2.8638
H 2.2275 -0.4310 -0.8915
H -0.9084 1.1325 -3.1112
H 0.4506 1.1668 -5.1539
C -0.3822 2.4089 -0.1757
H -1.1184 2.9965 0.3814
H 0.0067 2.9957 -1.0099
```

E_LUMO (spin up / spin down): -1.0 / -0.9 eV
Charge: 0
Spin multiplicity: 2
Relative energy (zero: lowest compared OMol25 entry of this formula, charge and spin): 10.3 kcal per mole
HOMO level (spin up / spin down): -5.3 / -5.3 eV